a | Formula: C3H9NO3
Source: the Open Molecules 2025 dataset
Level of theory: the ωB97M-V functional and the def2-TZVPD basis

Properties
structure (SMILES): CNCC(=O)O.O
gap between HOMO and LUMO: 9.7 eV
molecular weight: 107.1 Da

```
! RIJCOSX wB97M-V def2-TZVPD def2/J DEFGRID3
* xyz 0 1
C 0.77 -1.28 -2.00
N 0.09 -0.04 -1.60
C 0.11 0.10 -0.16
C -0.28 1.50 0.26
O -0.04 2.48 -0.39
O -1.17 1.54 1.29
H 0.50 -1.52 -3.03
H 0.49 -2.05 -1.30
H 1.86 -1.12 -2.01
H 0.58 0.74 -2.02
H 1.14 -0.03 0.23
H -0.55 -0.60 0.33
H -1.39 2.49 1.39
O -0.69 -1.09 2.78
H -0.27 -0.89 3.63
H -1.13 -0.24 2.60
*
```

b | Formula: C3H9NO3
Source: the Open Molecules 2025 dataset
Level of theory: the ωB97M-V functional and the def2-TZVPD basis

Properties
structure (SMILES): C[C@@H](N)C(=O)O.O
gap between HOMO and LUMO: 9.9 eV
molecular weight: 107.1 Da

```
! RIJCOSX wB97M-V def2-TZVPD def2/J DEFGRID3
* xyz 0 1
C -1.32 -0.65 1.51
C -0.34 0.24 0.73
N 0.92 0.36 1.53
C -0.23 -0.24 -0.70
O -1.15 -0.06 -1.46
O 0.88 -0.95 -0.92
H -2.24 -0.44 0.94
H -1.02 -1.72 1.62
H -1.45 -0.17 2.54
H -0.69 1.22 0.75
H 0.98 -0.40 2.15
H 1.86 0.35 0.99
H 0.86 -1.65 -1.68
O 1.21 1.61 -2.70
H 1.31 0.81 -2.15
H 0.40 1.69 -3.17
*
```

Which is the most stable structure? a is the most stable.

a | Formula: C2H8NO2
Source: the Open Molecules 2025 dataset
Level of theory: the ωB97M-V functional and the def2-TZVPD basis

Properties
gap between HOMO and LUMO: 11.9 eV
molecular weight: 78.1 Da

```
! RIJCOSX wB97M-V def2-TZVPD def2/J DEFGRID3
* xyz 1 1
C -0.80 -1.87 -0.27
N -0.48 -0.92 0.83
H -0.65 -2.90 0.06
H -1.83 -1.73 -0.56
H -0.20 -1.64 -1.13
H -0.36 0.06 0.51
H 0.38 -1.14 1.34
H -1.23 -0.94 1.53
O -0.34 1.52 -0.60
C 0.77 1.97 -0.66
O 1.38 2.50 0.40
H 1.35 1.90 -1.58
H 2.02 3.18 0.14
*
```

b | Formula: C2H8NO2
Source: the Open Molecules 2025 dataset
Level of theory: the ωB97M-V functional and the def2-TZVPD basis

Properties
gap between HOMO and LUMO: 12.2 eV
molecular weight: 78.1 Da

```
! RIJCOSX wB97M-V def2-TZVPD def2/J DEFGRID3
* xyz 1 1
C 1.47 -0.39 -1.90
N 1.05 0.11 -0.50
H 2.41 0.06 -2.20
H 1.42 -1.47 -1.87
H 0.66 0.01 -2.50
H 0.20 -0.42 -0.19
H 0.90 1.11 -0.58
H 1.79 0.00 0.19
O -1.18 -0.43 0.77
C -1.89 -0.18 1.71
O -1.67 0.88 2.47
H -2.75 -0.78 1.98
H -2.40 1.50 2.63
*
```

Which is the most stable structure? a is the most stable.

a | Formula: C3H8O
Source: the Open Molecules 2025 dataset
Level of theory: the ωB97M-V functional and the def2-TZVPD basis

Properties
structure (SMILES): [H][H].C=C.C=O
gap between HOMO and LUMO: 10.9 eV
molecular weight: 60.1 Da

```
! RIJCOSX wB97M-V def2-TZVPD def2/J DEFGRID3
* xyz 0 1
H -0.14 -0.02 1.49
H 0.36 0.00 2.04
C -1.78 0.13 -0.16
C -1.08 -0.24 -1.22
H -2.24 -0.60 0.51
H -1.91 1.18 0.11
H -0.60 0.49 -1.87
H -0.93 -1.29 -1.48
C 2.08 0.09 0.15
O 1.79 0.28 -1.00
H 2.15 -0.93 0.59
H 2.31 0.92 0.84
*
```

b | Formula: C3H8O
Source: the Open Molecules 2025 dataset
Level of theory: the ωB97M-V functional and the def2-TZVPD basis

Properties
gap between HOMO and LUMO: 10.0 eV
molecular weight: 60.1 Da

```
! RIJCOSX wB97M-V def2-TZVPD def2/J DEFGRID3
* xyz 0 1
C -1.83 0.07 -0.60
O 0.14 -0.88 0.39
C -1.02 -0.30 0.50
C 2.28 0.79 -0.20
H -1.74 -0.40 -1.60
H -2.77 0.64 -0.34
H -0.86 0.80 -0.06
H -1.48 -0.27 1.49
H 1.62 1.59 0.04
H 2.70 0.29 0.75
H 3.22 1.06 -0.89
H 1.61 -0.01 -0.75
*
```

Which is the most stable structure? a is the most stable.

a | Formula: C2H4FN3
Source: the Open Molecules 2025 dataset
Level of theory: the ωB97M-V functional and the def2-TZVPD basis

Properties
gap between HOMO and LUMO (spin up / spin down): 9.4 / 8.4 eV
molecular weight: 89.1 Da

```
! RIJCOSX wB97M-V def2-TZVPD def2/J DEFGRID3
* xyz 0 1
C -0.30 1.30 -0.05
C -0.01 -0.23 -0.21
N -1.38 1.75 0.27
N -1.01 -0.84 0.68
N -2.22 -0.32 0.59
F -2.75 -0.22 -0.69
H 0.69 1.93 -0.36
H -0.38 -0.40 -1.17
H 1.01 -0.74 0.03
H -0.75 -0.70 1.63
*
```

b | Formula: C2H4FN3
Source: the Open Molecules 2025 dataset
Level of theory: the ωB97M-V functional and the def2-TZVPD basis

Properties
structure (SMILES): C1=NN=NC1.F
gap between HOMO and LUMO: 10.3 eV
molecular weight: 89.1 Da

```
! RIJCOSX wB97M-V def2-TZVPD def2/J DEFGRID3
* xyz 0 1
C -0.57 1.41 0.40
N -0.64 1.42 -0.89
N -0.31 0.17 -1.36
N -0.05 -0.64 -0.52
C -0.20 -0.09 0.83
H -0.65 2.27 1.02
H 0.61 -0.22 1.55
H -1.18 -0.42 1.24
F 1.79 -2.12 -1.41
H 1.19 -1.79 -0.86
*
```

Which is the most stable structure? b is the most stable.

a | Formula: C3H10NS
Source: the Open Molecules 2025 dataset
Level of theory: the ωB97M-V functional and the def2-TZVPD basis

Properties
gap between HOMO and LUMO: 6.4 eV
molecular weight: 92.2 Da

```
! RIJCOSX wB97M-V def2-TZVPD def2/J DEFGRID3
* xyz -1 1
C 0.54 -2.13 -0.32
S 0.14 -1.41 1.35
H 0.69 -1.24 -0.92
H 1.36 -2.83 -0.18
H -0.26 -2.75 -0.74
C -1.32 1.02 -0.71
N -0.22 1.79 -0.11
C 0.76 2.18 -1.11
H -1.92 1.73 -1.30
H -0.96 0.11 -1.15
H -2.06 0.88 0.08
H 0.21 1.13 0.53
H 0.46 3.14 -1.54
H 0.94 1.43 -1.89
H 1.73 2.33 -0.62
*
```

b | Formula: C3H10NS
Source: the Open Molecules 2025 dataset
Level of theory: the ωB97M-V functional and the def2-TZVPD basis

Properties
gap between HOMO and LUMO: 5.8 eV
molecular weight: 92.2 Da

```
! RIJCOSX wB97M-V def2-TZVPD def2/J DEFGRID3
* xyz -1 1
C -0.01 0.24 -2.36
S -1.17 1.45 -1.83
H 0.70 -0.26 -1.73
H 0.59 0.69 -3.09
H -0.44 -0.51 -2.94
C 0.96 0.31 1.76
N 1.19 -1.17 2.21
C 0.08 -1.97 2.07
H 0.45 0.21 0.86
H 1.83 0.91 1.66
H 0.25 0.63 2.48
H 1.76 -1.58 1.51
H -0.51 -1.80 1.21
H 0.32 -3.05 2.01
H -0.71 -1.75 2.94
*
```

c | Formula: C3H10NS
Source: the Open Molecules 2025 dataset
Level of theory: the ωB97M-V functional and the def2-TZVPD basis

Properties
gap between HOMO and LUMO: 5.7 eV
molecular weight: 92.2 Da

```
! RIJCOSX wB97M-V def2-TZVPD def2/J DEFGRID3
* xyz -1 1
C 2.94 -0.48 0.71
S 2.52 -2.14 -0.09
H 1.92 -0.27 1.08
H 3.29 0.34 0.10
H 3.72 -0.46 1.43
C -1.91 1.43 0.00
N -0.79 0.54 -0.28
C -1.16 -0.85 -0.55
H -2.62 1.70 -0.98
H -1.55 2.24 0.58
H -2.55 0.74 0.57
H -0.06 1.02 -0.79
H -1.48 -1.33 0.35
H -1.99 -0.97 -1.31
H -0.28 -1.52 -0.80
*
```

d | Formula: C3H10NS
Source: the Open Molecules 2025 dataset
Level of theory: the ωB97M-V functional and the def2-TZVPD basis

Properties
gap between HOMO and LUMO: 5.4 eV
molecular weight: 92.2 Da

```
! RIJCOSX wB97M-V def2-TZVPD def2/J DEFGRID3
* xyz -1 1
C 4.17 2.36 0.89
S 2.52 1.85 1.50
H 4.92 1.58 1.07
H 4.17 2.54 -0.19
H 4.49 3.28 1.39
C -2.99 -0.74 0.14
N -2.35 -1.66 -0.76
C -0.90 -1.51 -0.91
H -2.51 -0.80 1.12
H -3.09 0.30 -0.18
H -4.02 -1.08 0.37
H -2.79 -1.68 -1.67
H -0.60 -0.81 -1.69
H -0.50 -2.51 -1.07
H -0.51 -1.13 0.01
*
```

Which is the most stable structure? a is the most stable.

a | Formula: C3H10NS
Source: the Open Molecules 2025 dataset
Level of theory: the ωB97M-V functional and the def2-TZVPD basis

Properties
gap between HOMO and LUMO: 6.4 eV
molecular weight: 92.2 Da

```
! RIJCOSX wB97M-V def2-TZVPD def2/J DEFGRID3
* xyz -1 1
C -2.04 1.32 1.09
S -0.25 1.42 1.32
H -2.30 1.97 0.16
H -2.50 1.90 1.98
H -2.45 0.37 1.00
C 0.58 -1.25 -2.48
C 1.43 -1.35 -1.19
N 0.63 -1.50 0.13
H 0.51 -2.25 -2.98
H 0.98 -0.55 -3.22
H -0.43 -1.01 -2.30
H 1.98 -0.36 -1.11
H 2.19 -2.17 -1.32
H 0.33 -0.64 0.58
H 1.41 -1.80 0.75
*
```

b | Formula: C3H10NS
Source: the Open Molecules 2025 dataset
Level of theory: the ωB97M-V functional and the def2-TZVPD basis

Properties
gap between HOMO and LUMO: 6.0 eV
molecular weight: 92.2 Da

```
! RIJCOSX wB97M-V def2-TZVPD def2/J DEFGRID3
* xyz -1 1
C 2.92 1.22 0.48
S 2.01 1.78 -1.00
H 3.54 0.37 0.22
H 2.27 1.03 1.33
H 3.69 1.93 0.86
C -2.41 -0.95 -0.75
N -1.79 -0.26 0.36
C -0.33 -0.56 0.39
H -1.97 -0.81 -1.76
H -3.45 -0.62 -0.83
H -2.48 -2.03 -0.59
H -2.05 0.70 0.20
H 0.11 -0.28 -0.58
H 0.32 0.09 0.97
H -0.37 -1.60 0.69
*
```

Which is the most stable structure? a is the most stable.

a | Formula: C3H4N2
Source: the Open Molecules 2025 dataset
Level of theory: the ωB97M-V functional and the def2-TZVPD basis

Properties
structure (SMILES): c1c[nH]cn1
gap between HOMO and LUMO: 9.9 eV
molecular weight: 68.1 Da

```
! RIJCOSX wB97M-V def2-TZVPD def2/J DEFGRID3
* xyz 0 1
C 0.70 -0.65 -0.79
C 0.95 0.33 0.13
N -0.31 0.62 0.67
C -1.20 -0.16 -0.02
N -0.61 -1.12 -0.68
H 1.32 -1.00 -1.60
H 1.82 0.94 0.34
H -0.51 1.17 1.48
H -2.17 -0.14 0.46
*
```

b | Formula: C3H4N2
Source: the Open Molecules 2025 dataset
Level of theory: the ωB97M-V functional and the def2-TZVPD basis

Properties
structure (SMILES): CC#N.C#N
gap between HOMO and LUMO: 12.4 eV
molecular weight: 68.1 Da

```
! RIJCOSX wB97M-V def2-TZVPD def2/J DEFGRID3
* xyz 0 1
C 0.63 0.88 -0.79
C -0.81 1.26 -0.60
N -1.95 1.13 -0.54
H 1.10 0.83 -1.79
H 0.32 -0.25 -0.55
H 1.29 0.99 0.08
C -0.12 -1.61 1.31
N 0.14 -2.34 2.20
H -0.60 -0.89 0.68
*
```

Which is the most stable structure? a is the most stable.